# C24H47N8O11

8 unconnected molecules or ions with the total composition C24H47N8O11 in a non-equilibrium geometry (ωB97M-V/def2-TZVPD, OMol25).

Geometry as ORCA input:
```
! RIJCOSX wB97M-V def2-TZVPD def2/J DEFGRID3
* xyz -1 1
N 4.444 27.774 29.990
O 5.565 28.238 29.573
O 4.465 27.017 30.907
O 3.442 27.754 29.267
C 7.114 26.554 33.393
C 7.701 27.467 32.363
C 9.038 28.081 32.646
C 9.887 27.536 33.919
C 9.026 26.696 34.839
C 7.721 26.118 34.546
N 11.246 27.961 34.190
O 11.908 28.671 33.368
O 11.832 27.400 35.116
H 6.234 26.154 32.969
H 7.178 27.717 31.391
H 9.597 28.924 32.119
H 9.598 26.316 35.714
H 7.289 25.330 35.268
C 0.750 29.422 24.123
O 0.576 28.185 23.786
N 1.793 29.612 24.998
C 2.143 31.017 25.378
C 2.583 28.571 25.768
H 0.229 30.250 23.462
H 3.153 31.073 25.517
H 1.735 31.208 26.281
H 1.868 31.860 24.663
H 2.776 27.484 25.249
H 2.689 28.594 26.808
H 3.653 28.808 25.285
C 3.980 28.607 34.115
O 4.026 29.818 34.214
N 3.680 27.801 35.097
C 3.617 26.383 34.944
C 3.486 28.217 36.526
H 4.256 28.169 32.966
H 4.215 25.965 35.532
H 4.214 26.141 33.917
H 2.517 25.918 34.773
H 4.237 28.153 37.190
H 2.526 27.864 37.189
H 3.509 29.365 36.469
C 2.860 30.986 30.858
O 3.421 31.912 31.396
N 1.513 30.819 30.686
C 0.939 29.850 29.744
C 0.639 31.754 31.403
H 3.482 30.294 30.488
H 0.951 28.948 30.173
H 1.590 29.922 28.892
H -0.155 29.859 29.609
H 0.724 31.522 32.411
H -0.433 31.460 31.139
H 0.665 32.746 31.191
C 6.721 30.964 25.059
O 7.023 30.187 24.141
N 6.691 30.463 26.306
C 6.334 31.351 27.417
C 6.683 29.012 26.734
H 6.668 32.030 24.922
H 5.850 30.922 28.304
H 5.513 32.179 27.156
H 7.255 31.913 27.684
H 7.186 28.791 27.535
H 6.974 28.515 25.981
H 5.685 28.797 26.769
C 1.583 24.760 26.935
O 1.982 23.596 26.555
N 0.424 25.075 27.568
C 0.280 26.285 28.220
C -0.627 24.055 27.626
H 2.134 25.796 26.861
H 1.142 26.416 28.956
H -0.568 26.278 28.907
H 0.100 27.207 27.457
H -0.552 23.344 28.498
H -0.675 23.586 26.782
H -1.771 24.470 27.643
C 5.498 25.198 27.588
O 5.893 25.509 26.489
N 5.343 24.003 28.014
C 4.540 23.748 29.238
C 5.912 22.828 27.289
H 5.179 26.024 28.257
H 4.510 24.639 29.875
H 4.811 22.881 29.930
H 3.473 23.354 29.031
H 5.151 22.494 26.515
H 6.037 22.014 27.951
H 6.769 22.992 26.855
*
```

Results
E_LUMO in eV: 0.8
Energy relative to the best compared isomer or geometry (same formula, charge and spin) in eV: 0.000
Energy in eV: -60077.24509